Entry 1:
# C4H8N

A gas-phase ion, C4H8N (charge +2) (the ωB97M-V functional and the def2-TZVPD basis, the OMol25 dataset).

The geometry in XYZ format:
```
13
C4H8N | the OMol25 dataset | the ωB97M-V functional and the def2-TZVPD basis
C 1.06342 -0.07535 -1.05973
C 0.21927 -0.34100 0.07915
C 0.47325 -1.64114 0.90345
C -1.21151 1.64964 -0.01892
N -0.79813 0.35338 0.51765
H 1.41469 -0.87021 -1.74149
H 1.35105 -1.64618 1.54711
H 1.16569 0.97990 -1.39481
H -0.41291 -1.99905 1.42402
H 0.66898 -2.33933 0.06802
H -2.29497 1.77964 0.07751
H -0.73541 2.38145 0.66189
H -0.90343 1.76824 -1.06386
```

Properties
E_HOMO (alpha / beta): -23.00 / -22.57 eV
net charge: +2
2S+1: 2
expectation value of S²: 0.89
relative energy (zero: lowest compared OMol25 entry of this formula, charge and spin): 4.047 eV
gap between HOMO and LUMO (alpha / beta): 8.06 / 7.45 eV
strongest force on any atom: 0.10658 Eh/bohr
LUMO (alpha / beta): -14.9 / -15.1 eV
E: -210.989687 a.u.

Entry 2:
# C4H8N2

C4H8N2 in the gas phase (the ωB97M-V functional and the def2-TZVPD basis, the OMol25 dataset).

The geometry in XYZ format:
```
14
C4H8N2 | the OMol25 dataset | the ωB97M-V functional and the def2-TZVPD basis
C 2.07956 0.03780 0.07576
N 0.66088 0.04128 -0.13260
C -0.20448 1.20296 -0.07093
C -1.66384 0.48986 0.10771
C -1.20070 -0.93903 -0.02714
N 0.05794 -1.19089 -0.03067
H 2.40484 0.48774 1.03471
H 2.32057 -1.05203 0.26223
H 2.75856 0.49916 -0.74691
H -0.21959 1.70436 -1.06236
H 0.00047 1.88445 0.75624
H -2.32307 0.82338 -0.69031
H -2.21842 0.77282 1.10529
H -1.81844 -1.82222 -0.02838
```

Properties
E_HOMO: -7.66 eV
net charge: 0
relative energy (zero: lowest compared OMol25 entry of this formula, charge and spin): 2.000 eV
gap between HOMO and LUMO: 8.71 eV
strongest force on any atom: 0.05227 Eh/bohr
LUMO: 1.0 eV
E: -266.648492 a.u.
SMILES: CN1CCC=N1

Entry 3:
# C4H8N2

C4H8N2 in the gas phase (the ωB97M-V functional and the def2-TZVPD basis, the OMol25 dataset).

The geometry in XYZ format:
```
14
C4H8N2 | the OMol25 dataset | the ωB97M-V functional and the def2-TZVPD basis
C -2.83841 -0.07086 0.09074
C -1.56203 -0.05371 -0.57144
C -0.29345 0.05762 0.00430
N 0.97015 -0.08338 -0.14892
C 1.90749 1.08806 -0.37768
N 1.60222 -1.15732 -0.77780
H -3.26944 0.88488 -0.08397
H -3.51038 -0.72202 -0.44820
H -2.71791 -0.26665 1.13994
H 2.87599 0.77531 -0.02471
H 1.94175 1.42581 -1.37457
H 1.53190 1.83728 0.19081
H 1.17110 -1.28799 -1.72875
H 1.69844 -1.99422 -0.11042
```

Properties
E_HOMO (alpha / beta): -7.97 / -7.97 eV
net charge: 0
relative energy (zero: lowest compared OMol25 entry of this formula, charge and spin): 5.098 eV
gap between HOMO and LUMO (alpha / beta): 8.71 / 8.71 eV
strongest force on any atom: 0.16580 Eh/bohr
LUMO (alpha / beta): 0.7 / 0.7 eV
E: -266.534649 a.u.
SMILES: CC#CN(C)N

Entry 4:
# C4H8N2

C4H8N2 in the gas phase (the ωB97M-V functional and the def2-TZVPD basis, the OMol25 dataset).

The geometry in XYZ format:
```
14
C4H8N2 | the OMol25 dataset | the ωB97M-V functional and the def2-TZVPD basis
C 2.73987 -0.44889 -0.87895
C 1.62085 0.28749 -0.46655
C -0.38328 0.55469 0.85013
C -2.46156 -0.39434 -0.00674
N 0.70596 -0.23889 0.25274
N -1.38538 0.49507 -0.14737
H 3.50863 0.11788 -1.31982
H 2.76413 -1.44998 -0.71787
H 1.76368 1.40534 -0.60354
H -0.68373 -0.12702 1.81406
H 0.08958 1.58717 1.12448
H -3.12378 -0.04426 -0.81340
H -2.22112 -1.47111 -0.07536
H -2.93386 -0.27317 0.98819
```

Properties
E_HOMO (alpha / beta): -9.00 / -8.71 eV
net charge: 0
relative energy (zero: lowest compared OMol25 entry of this formula, charge and spin): 4.770 eV
gap between HOMO and LUMO (alpha / beta): 8.28 / 8.44 eV
strongest force on any atom: 0.05909 Eh/bohr
LUMO (alpha / beta): -0.7 / -0.3 eV
E: -266.546709 a.u.